No. 1
Here is a 6-piece molecular cluster, C41H60FN3O25PS overall in a non-equilibrium geometry from the Open Molecules 2025 dataset. Energies are from wB97M-V/def2-TZVPD.

```
132
C41H60FN3O25PS wB97M-V/def2-TZVPD
C 1.230 -3.333 -0.583
C 1.600 -2.059 0.445
C 1.150 -0.725 -0.341
F 1.786 -0.855 -1.708
P 1.495 0.978 0.491
C 3.339 0.508 0.659
C 4.477 1.640 0.544
C 5.829 1.040 -0.238
S 5.630 1.059 -2.130
O 4.677 -0.107 -2.595
O 6.975 0.815 -2.866
O 5.012 2.582 -2.693
C 1.865 1.940 -1.109
C 0.727 2.140 -2.230
O -0.221 3.119 -2.289
O 0.817 1.329 -3.461
C -0.324 0.449 -3.671
C 0.015 -0.987 -4.460
O -1.604 0.658 -3.376
O 1.958 2.485 1.277
C 2.131 2.338 2.729
N 2.785 2.240 3.870
O -0.152 1.633 0.276
C -0.960 1.685 1.540
C -2.540 2.091 1.472
C -2.910 3.120 0.206
N -2.388 4.506 0.599
C -0.509 0.262 2.296
C -0.571 0.764 3.896
C 0.544 0.121 4.879
C 0.035 -1.158 5.804
N 0.861 -2.437 5.734
O -1.069 -1.161 6.562
C -1.545 -0.956 2.402
C -1.767 -2.048 1.258
C -1.344 -3.633 1.610
C -1.549 -4.897 0.591
C -2.239 -4.698 -0.904
C -2.685 -3.164 -1.294
C -2.470 -1.898 -0.224
C -3.010 -0.442 -0.715
O 0.910 0.158 1.960
H 0.236 -3.037 -1.124
H 1.128 -4.267 0.136
H 2.100 -3.504 -1.350
H 2.768 -2.195 0.625
H 1.079 -2.332 1.443
H -0.017 -0.700 -0.585
H 3.442 0.011 1.741
H 3.692 -0.356 -0.088
H 4.870 1.894 1.643
H 4.238 2.653 0.044
H 6.757 1.714 0.079
H 5.992 -0.063 0.151
H 5.719 3.291 -2.570
H 2.239 3.031 -0.794
H 2.813 1.473 -1.667
H -0.337 -1.930 -3.866
H 1.201 -1.085 -4.552
H -0.366 -0.967 -5.591
H -0.519 2.699 1.992
H -3.304 1.212 1.501
H -2.757 2.743 2.449
H -2.472 2.727 -0.806
H -4.095 3.202 0.205
H -2.693 5.232 -0.093
H -2.755 4.795 1.534
H -0.506 1.928 4.011
H -1.638 0.465 4.342
H 1.566 -0.192 4.419
H 0.807 0.967 5.682
H 0.242 -3.277 5.708
H 1.455 -2.400 4.852
H -2.619 -0.493 2.654
H -1.278 -1.550 3.405
H -0.864 -3.857 2.679
H -1.198 -5.962 0.968
H -2.425 -5.583 -1.648
H -3.202 -2.952 -2.335
H -2.222 0.421 -0.735
H -3.388 -0.553 -1.842
H -3.986 -0.194 -0.093
C -7.207 -1.943 -4.631
C -5.907 -2.503 -5.112
O -5.134 -2.592 -3.931
C -6.011 -2.661 -2.886
O -5.693 -2.915 -1.736
O -7.288 -2.410 -3.297
H -8.057 -2.300 -5.219
H -7.213 -0.848 -4.623
H -6.017 -3.505 -5.540
H -5.421 -1.854 -5.846
C -0.162 5.434 5.134
C -0.887 5.365 6.439
O -2.249 5.418 6.058
C -2.318 4.977 4.768
O -3.357 4.732 4.178
O -1.072 4.845 4.224
H 0.781 4.881 5.152
H 0.035 6.464 4.819
H -0.705 4.424 6.969
H -0.636 6.199 7.099
C 1.326 -8.230 -1.824
C 2.714 -7.701 -1.987
O 2.732 -6.569 -1.137
C 1.761 -6.763 -0.198
O 1.612 -6.066 0.792
O 0.980 -7.838 -0.509
H 1.280 -9.318 -1.929
H 0.620 -7.774 -2.526
H 3.475 -8.411 -1.646
H 2.932 -7.415 -3.019
C -8.455 0.525 -0.547
C -7.680 1.803 -0.581
O -6.988 1.731 -1.814
C -7.696 0.883 -2.617
O -7.481 0.721 -3.806
O -8.676 0.242 -1.915
H -9.404 0.628 -0.013
H -7.885 -0.298 -0.103
H -8.328 2.685 -0.590
H -6.978 1.886 0.253
C 10.485 4.409 -2.779
C 10.516 3.066 -2.125
O 9.321 3.046 -1.368
C 8.466 3.935 -1.952
O 7.286 4.049 -1.662
O 9.102 4.680 -2.903
H 10.969 4.406 -3.760
H 10.943 5.187 -2.159
H 10.488 2.247 -2.852
H 11.388 2.938 -1.478
```

Net charge: -1
E_LUMO, eV: 1.8
M, g mol⁻¹: 1076.97
Multiplicity: 1
Calculated total energy, eV: -121969.544
F_max, Eh/bohr: 0.2208
Relative energy (zero: lowest compared OMol25 entry of this formula, charge and spin), kcal/mol: 509.1

These are the Mulliken partial charges, in e, on atoms 1 to 99: atom 1 (C): 0.13, atom 2 (C): -0.12, atom 3 (C): 0.79, atom 4 (F): -0.48, atom 5 (P): 1.60, atom 6 (C): -0.35, atom 7 (C): -0.34, atom 8 (C): -0.51, atom 9 (S): 0.99, atom 10 (O): -0.47, atom 11 (O): -0.67, atom 12 (O): -0.46, atom 13 (C): 0.26, atom 14 (C): 0.18, atom 15 (O): -0.64, atom 16 (O): -0.30, atom 17 (C): 0.71, atom 18 (C): -0.82, atom 19 (O): -0.54, atom 20 (O): -0.60, atom 21 (C): 0.36, atom 22 (N): -0.74, atom 23 (O): -0.59, atom 24 (C): -0.26, atom 25 (C): -0.74, atom 26 (C): -0.12, atom 27 (N): -0.54, atom 28 (C): 1.53, atom 29 (C): -0.38, atom 30 (C): -0.24, atom 31 (C): 0.31, atom 32 (N): -0.64, atom 33 (O): -0.63, atom 34 (C): -0.51, atom 35 (C): 0.61, atom 36 (C): -0.67, atom 37 (C): -0.27, atom 38 (C): -0.98, atom 39 (C): -0.32, atom 40 (C): 0.27, atom 41 (C): 0.28, atom 42 (O): 0.01, atom 43 (H): -0.24, atom 44 (H): -0.19, atom 45 (H): 0.37, atom 46 (H): 0.40, atom 47 (H): -0.46, atom 48 (H): -0.87, atom 49 (H): -0.14, atom 50 (H): 0.62, atom 51 (H): 0.40, atom 52 (H): 0.15, atom 53 (H): 0.29, atom 54 (H): 0.37, atom 55 (H): 0.41, atom 56 (H): 0.51, atom 57 (H): -0.46, atom 58 (H): 0.14, atom 59 (H): 0.24, atom 60 (H): 0.32, atom 61 (H): 0.07, atom 62 (H): 0.24, atom 63 (H): 0.25, atom 64 (H): 0.15, atom 65 (H): 0.08, atom 66 (H): 0.24, atom 67 (H): 0.20, atom 68 (H): -0.43, atom 69 (H): 0.48, atom 70 (H): 0.09, atom 71 (H): 0.24, atom 72 (H): 0.29, atom 73 (H): 0.33, atom 74 (H): 0.31, atom 75 (H): 0.16, atom 76 (H): 0.04, atom 77 (H): 0.34, atom 78 (H): 0.24, atom 79 (H): 0.19, atom 80 (H): -0.60, atom 81 (H): 0.15, atom 82 (H): 0.11, atom 83 (C): -0.16, atom 84 (C): -0.45, atom 85 (O): -0.28, atom 86 (C): 0.70, atom 87 (O): -0.54, atom 88 (O): -0.35, atom 89 (H): 0.34, atom 90 (H): 0.23, atom 91 (H): 0.26, atom 92 (H): 0.32, atom 93 (C): -0.32, atom 94 (C): -0.37, atom 95 (O): -0.36, atom 96 (C): 0.61, atom 97 (O): -0.53, atom 98 (O): -0.20, atom 99 (H): 0.29


No. 2
Here is a 2-piece molecular cluster, C6H8S overall in a non-equilibrium geometry from the Open Molecules 2025 dataset. Energies are from wB97M-V/def2-TZVPD.

```
15
C6H8S wB97M-V/def2-TZVPD
C -1.700 0.911 1.443
C -0.645 0.381 1.986
C 1.309 -1.029 -0.434
C 0.879 -0.921 -1.908
C -0.820 0.863 -0.877
C 0.374 0.079 -1.046
S 0.508 1.872 -1.179
H -2.562 0.377 1.077
H -2.014 1.960 1.525
H 0.281 0.957 2.219
H -0.575 -0.685 1.915
H 0.907 -1.845 0.057
H 2.171 -0.558 -0.001
H 1.688 -0.652 -2.543
H 0.198 -1.710 -2.235
```

Net charge: 0
E_LUMO (alpha / beta), eV: 0.9 / -1.6
Expectation value of S²: 2.02
M, g mol⁻¹: 112.20
Multiplicity: 3
Calculated total energy, eV: -17179.005
F_max, Eh/bohr: 0.0662
Relative energy (zero: lowest compared OMol25 entry of this formula, charge and spin), kcal/mol: 119.8

Charges obtained by natural (NBO) population analysis, quoted in units of e: atom 1 (C): -0.38, atom 2 (C): -0.38, atom 3 (C): -0.43, atom 4 (C): -0.43, atom 5 (C): -0.05, atom 6 (C): -0.24, atom 7 (S): 0.21, atom 8 (H): 0.20, atom 9 (H): 0.20, atom 10 (H): 0.20, atom 11 (H): 0.19, atom 12 (H): 0.21, atom 13 (H): 0.23, atom 14 (H): 0.22, atom 15 (H): 0.23


No. 3
Here is the molecule C4H8O2 from the Open Molecules 2025 dataset. Energies are from wB97M-V/def2-TZVPD.

```
14
C4H8O2 wB97M-V/def2-TZVPD
C -1.858 -0.869 -0.508
C -0.645 -0.014 -0.789
O -0.400 0.631 0.452
C 0.797 0.418 1.082
C 2.034 0.758 0.422
O 1.685 -0.624 0.784
H -2.630 -0.224 -0.077
H -1.579 -1.608 0.251
H -2.253 -1.372 -1.392
H 0.216 -0.616 -1.106
H -0.836 0.747 -1.558
H 0.677 0.537 2.157
H 2.760 1.382 0.943
H 2.032 0.853 -0.660
```

Net charge: 0
SMILES: CCO[C@@H]1CO1
E_LUMO, eV: 1.1
M, g mol⁻¹: 88.11
Multiplicity: 1
Calculated total energy, eV: -8370.674
F_max, Eh/bohr: 0.0185
Relative energy (zero: lowest compared OMol25 entry of this formula, charge and spin), kcal/mol: 60.1

Charges obtained by natural (NBO) population analysis, quoted in units of e: atom 1 (C): -0.62, atom 2 (C): -0.08, atom 3 (O): -0.53, atom 4 (C): 0.35, atom 5 (C): -0.16, atom 6 (O): -0.50, atom 7 (H): 0.21, atom 8 (H): 0.21, atom 9 (H): 0.21, atom 10 (H): 0.19, atom 11 (H): 0.17, atom 12 (H): 0.17, atom 13 (H): 0.19, atom 14 (H): 0.19


No. 4
Here is C6H7AgNaO6 as an isolated structure in a non-equilibrium geometry from the Open Molecules 2025 dataset. Energies are from wB97M-V/def2-TZVPD.

```
21
C6H7AgNaO6 wB97M-V/def2-TZVPD
Na -2.703 -1.824 0.839
O -1.077 -0.273 1.803
O 1.048 -1.041 1.835
C 1.579 0.286 1.833
C 2.056 0.676 0.438
O -0.630 -2.446 1.626
C -0.285 -1.256 1.751
H 0.830 0.992 2.209
H 2.433 0.265 2.521
H 2.725 -0.094 0.035
H 2.623 1.614 0.531
Ag -1.862 1.176 0.555
O 0.037 1.775 -0.206
O 0.861 0.226 -1.583
C -0.901 0.270 -2.617
C -1.777 -0.596 -1.877
O -2.381 -0.258 -0.800
C 0.907 0.935 -0.525
H -1.129 1.338 -2.584
H -0.504 -0.127 -3.552
H -1.851 -1.639 -2.230
```

Net charge: 0
E_LUMO (alpha / beta), eV: -0.6 / -0.6
Expectation value of S²: 0.76
M, g mol⁻¹: 305.97
Multiplicity: 2
Calculated total energy, eV: -27035.509
F_max, Eh/bohr: 0.0612

Charges obtained by natural (NBO) population analysis, quoted in units of e: atom 1 (Na): 0.96, atom 2 (O): -0.93, atom 3 (O): -0.52, atom 4 (C): -0.06, atom 5 (C): -0.53, atom 6 (O): -0.79, atom 7 (C): 0.98, atom 8 (H): 0.21, atom 9 (H): 0.19, atom 10 (H): 0.23, atom 11 (H): 0.23, atom 12 (Ag): 0.95, atom 13 (O): -0.82, atom 14 (O): -0.60, atom 15 (C): -0.25, atom 16 (C): 0.23, atom 17 (O): -0.84, atom 18 (C): 0.81, atom 19 (H): 0.22, atom 20 (H): 0.21, atom 21 (H): 0.13


Q: The lowest net charge belongs to which entry?
A: C41H60FN3O25PS


Q: What is the formula in the third record?
A: C4H8O2